1.
ORCA calculation (ωB97M-V/def2-TZVPD) on a cluster of 11 separate species, C18H40N8O24S in total in a non-equilibrium geometry.

Bonds (Å) are listed after each position.
Positions of all 91 atoms, in Å:
1 S -0.945 0.184 -1.460  O13 1.594, O19 1.408, O20 1.413, O23 1.587
2 O 0.419 2.784 4.200  N29 1.215
3 O -5.193 -0.565 -1.868  N32 1.211
4 O 2.260 -2.283 -0.654  N28 1.216
5 O 2.069 -2.542 1.474  N28 1.212
6 O 4.519 2.191 2.876  N27 1.211
7 O 2.811 1.376 1.857  N27 1.215
8 O 0.145 -1.804 6.471  C37 1.424, C41 1.366
9 O 0.402 3.928 2.377  N29 1.215
10 O -5.803 3.981 -2.062  N33 1.212
11 O -1.046 -3.842 -4.080  C35 1.201
12 O -1.528 -2.806 1.317  N30 1.217
13 O -0.194 -0.550 -0.262  S1 1.594, C46 1.437
14 O -1.790 6.938 -1.378  N26 1.211
15 O -3.513 5.791 -0.772  N26 1.215
16 O -3.259 -3.158 0.091  N30 1.210
17 O 4.835 1.602 -1.643  N31 1.212
18 O -4.967 -0.198 -3.978  N32 1.217
19 O -0.305 -0.002 -2.700  S1 1.408
20 O -2.325 -0.107 -1.375  S1 1.413
21 O 0.032 -2.237 -5.188  C35 1.335, C43 1.446
22 O 3.795 0.369 -3.069  N31 1.215
23 O -0.650 1.659 -0.955  S1 1.587, C47 1.437
24 O -2.072 -1.896 6.686  C41 1.185
25 O -5.139 2.605 -0.541  N33 1.211
26 N -2.325 6.046 -0.759  O14 1.211, O15 1.215, C42 1.492
27 N 3.915 1.279 2.357  O6 1.211, O7 1.215, C44 1.491
28 N 2.315 -2.952 0.361  O4 1.216, O5 1.212, C40 1.487
29 N 0.831 3.676 3.486  O2 1.215, O9 1.215, C50 1.484
30 N -2.063 -3.096 0.263  O12 1.217, O16 1.210, C48 1.484
31 N 3.831 1.094 -2.095  O17 1.212, O22 1.215, C38 1.485
32 N -4.909 -0.911 -2.993  O3 1.211, O18 1.217, C39 1.489
33 N -5.021 3.175 -1.604  O10 1.212, O25 1.211, C36 1.506
34 C 1.319 -3.402 -3.650  C35 1.512, C49 1.519, H55 1.085, H66 1.096
35 C -0.041 -3.217 -4.285  O11 1.201, O21 1.335, C34 1.512
36 C -3.801 2.846 -2.423  N33 1.506, H62 1.083, H63 1.081, H65 1.088
37 C 1.107 -1.660 5.430  O8 1.424, C51 1.530, H56 1.096, H57 1.088
38 C 2.558 1.349 -1.374  N31 1.485, H53 1.082, H61 1.092, H69 1.085
39 C -4.383 -2.290 -3.186  N32 1.489, H77 1.086, H86 1.082, H89 1.088
40 C 2.698 -4.383 0.243  N28 1.487, H59 1.081, H60 1.087, H64 1.087
41 C -1.130 -1.745 5.983  O8 1.366, O24 1.185, C45 1.506
42 C -1.467 5.162 0.083  N26 1.492, H52 1.083, H82 1.087, H87 1.082
43 C 1.316 -1.575 -5.141  O21 1.446, C49 1.521, H71 1.090, H73 1.087
44 C 4.564 -0.063 2.337  N27 1.491, H68 1.082, H85 1.084, H91 1.087
45 C -1.080 -1.427 4.512  C41 1.506, C51 1.515, H67 1.095, H84 1.098
46 C -0.291 0.251 0.928  O13 1.437, C47 1.540, H72 1.084, H78 1.090
47 C -0.319 1.712 0.442  O23 1.437, C46 1.540, H54 1.086, H90 1.086
48 C -1.216 -3.427 -0.909  N30 1.484, H58 1.086, H74 1.087, H81 1.079
49 C 2.009 -2.068 -3.880  C34 1.519, C43 1.521, H76 1.088, H88 1.090
50 C 1.954 4.504 3.992  N29 1.484, H75 1.082, H79 1.087, H83 1.086
51 C 0.361 -1.045 4.244  C37 1.530, C45 1.515, H70 1.098, H80 1.089
52 H -1.776 5.258 1.117  C42 1.083
53 H 2.755 2.140 -0.662  C38 1.082
54 H -1.078 2.263 0.990  C47 1.086
55 H 1.272 -3.745 -2.622  C34 1.085
56 H 1.486 -2.663 5.210  C37 1.096
57 H 1.956 -1.074 5.774  C37 1.088
58 H -1.686 -4.286 -1.379  C48 1.086
59 H 2.756 -4.650 -0.804  C40 1.081
60 H 3.656 -4.519 0.738  C40 1.087
61 H 2.272 0.432 -0.854  C38 1.092
62 H -3.028 2.653 -1.689  C36 1.083
63 H -3.618 3.711 -3.044  C36 1.081
64 H 1.961 -4.950 0.807  C40 1.087
65 H -4.066 1.924 -2.936  C36 1.088
66 H 1.832 -4.180 -4.227  C34 1.096
67 H -1.472 -2.185 3.826  C45 1.095
68 H 4.241 -0.606 1.458  C44 1.082
69 H 1.751 1.561 -2.068  C38 1.085
70 H 0.507 0.043 4.224  C51 1.098
71 H 1.882 -1.819 -6.039  C43 1.090
72 H 0.569 0.070 1.562  C46 1.084
73 H 1.091 -0.512 -5.118  C43 1.087
74 H -1.287 -2.632 -1.648  C48 1.087
75 H 1.925 4.479 5.073  C50 1.082
76 H 1.897 -1.393 -3.034  C49 1.088
77 H -3.381 -2.189 -3.593  C39 1.086
78 H -1.231 0.019 1.428  C46 1.090
79 H 1.809 5.512 3.611  C50 1.087
80 H 0.755 -1.360 3.279  C51 1.089
81 H -0.183 -3.591 -0.640  C48 1.079
82 H -1.667 4.155 -0.273  C42 1.087
83 H 2.880 4.118 3.575  C50 1.086
84 H -1.831 -0.653 4.306  C45 1.098
85 H 5.636 0.095 2.329  C44 1.084
86 H -4.430 -2.813 -2.240  C39 1.082
87 H -0.431 5.439 -0.062  C42 1.082
88 H 3.089 -2.166 -3.987  C49 1.090
89 H -5.007 -2.797 -3.919  C39 1.088
90 H 0.636 2.217 0.550  C47 1.086
91 H 4.265 -0.556 3.259  C44 1.087

Summary:
Highest occupied orbital energy: -0.3790 Eh
Largest force on an atom: 1.4 eV/Å
Frontier orbital gap: 9.262 eV
SMILES string: C[N+](=O)[O-].C[N+](=O)[O-].C[N+](=O)[O-].C[N+](=O)[O-].C[N+](=O)[O-].C[N+](=O)[O-].C[N+](=O)[O-].C[N+](=O)[O-].O=S1(=O)OCCO1.O=C1CCCO1.O=C1CCCO1

These are the Mulliken partial charges, in e, on atoms 1 to 8:
1. S 0.704
2. O -0.560
3. O -0.490
4. O -0.318
5. O -0.512
6. O -0.550
7. O -0.346
8. O -0.397

***

2.
ORCA calculation (ωB97M-V/def2-TZVPD) on the molecule C6H11NS in a non-equilibrium geometry.

Bonds (Å) are listed after each position.
Positions of all 19 atoms, in Å:
1 S 1.446 0.432 -0.293  C4 1.778, C6 1.996
2 N -1.418 0.592 -0.814  C5 1.238, C6 1.465
3 C -0.420 1.373 1.223  C6 1.474, C8 1.326, H18 1.098
4 C 2.006 -0.958 -1.249  S1 1.778, H10 1.105, H15 1.096, H17 1.175
5 C -1.161 0.795 -2.008  N2 1.238, H9 1.084, H11 1.126
6 C -0.468 0.266 0.252  S1 1.996, N2 1.465, C3 1.474, C7 1.500
7 C -0.751 -1.102 0.801  C6 1.500, H14 1.117, H16 1.076, H19 1.097
8 C 0.411 1.324 2.255  C3 1.326, H12 1.063, H13 1.117
9 H -2.002 1.063 -2.636  C5 1.084
10 H 3.093 -0.759 -1.263  C4 1.105
11 H -0.160 1.053 -2.457  C5 1.126
12 H 0.984 0.473 2.534  C8 1.063
13 H 0.361 2.217 2.923  C8 1.117
14 H -1.799 -1.133 1.186  C7 1.117
15 H 1.827 -1.930 -0.776  C4 1.096
16 H -0.080 -1.087 1.642  C7 1.076
17 H 1.848 -1.046 -2.410  C4 1.175
18 H -1.065 2.259 1.285  C3 1.098
19 H -0.461 -1.902 0.108  C7 1.097

Summary:
Highest occupied orbital energy: -0.3161 Eh
Largest force on an atom: 3.4 eV/Å
Frontier orbital gap: 9.472 eV
SMILES string: C=C[C@@](C)(N=C)SC
Energy relative to the best compared isomer or geometry (same formula, charge and spin): 54.4 kcal per mole

These are the Mulliken partial charges, in e, on atoms 1 to 8:
1. S -0.032
2. N -0.545
3. C -0.521
4. C -0.793
5. C -0.243
6. C 0.993
7. C -1.133
8. C -0.865

***

Which of these has the highest highest occupied orbital energy? C6H11NS